No. 1
Here is one molecule with the formula C2H6N2O in a non-equilibrium geometry from the Open Molecules 2025 dataset. Energies are from wB97M-V/def2-TZVPD.

Bonds (Å) are listed after each position.
Positions of all 11 atoms, in Å:
1 H -2.581 0.933 -0.106  N2 1.082
2 N -1.499 0.966 -0.115  H1 1.082, C3 1.322
3 C -1.255 -0.321 0.073  N2 1.322, N4 1.324, H7 1.118
4 N -0.074 -0.896 0.238  C3 1.324, O5 1.429, H8 1.012
5 O 1.035 -0.424 -0.528  N4 1.429, C6 1.428
6 C 1.597 0.647 0.231  O5 1.428, H9 1.177, H10 1.216, H11 1.148
7 H -2.049 -1.091 0.235  C3 1.118
8 H -0.005 -1.906 0.211  N4 1.012
9 H 1.786 0.426 1.371  C6 1.177
10 H 0.934 1.656 0.090  C6 1.216
11 H 2.589 0.934 -0.269  C6 1.148

Its structure (SMILES) is [H]/N=C/NOC. Its spin multiplicity is 1. The value obtained for the energy above the lowest of the compared OMol25 structures with the same formula, charge and spin is 90.8 kcal/mol. For the LUMO energy, the calculation gives 0.80 eV. Its total energy is -264.4427 Eh.

=====

No. 2
Here is a 2-piece molecular cluster, C30H36N2O4 overall in a non-equilibrium geometry from the Open Molecules 2025 dataset. Energies are from wB97M-V/def2-TZVPD.

Bonds (Å) are listed after each position.
Positions of all 72 atoms, in Å:
1 C -3.318 -2.881 2.541  C2 1.508, H13 1.093, H14 1.095, H15 1.095
2 C -3.698 -1.620 1.808  C1 1.508, O3 1.431, H16 1.097, H17 1.099
3 O -3.209 -1.631 0.463  C2 1.431, C4 1.363
4 C -3.727 -0.575 -0.225  O3 1.363, C5 1.456, O12 1.224
5 C -3.314 -0.624 -1.621  C4 1.456, C6 1.457, C7 1.455
6 C -2.454 -1.695 -2.106  C5 1.457, H18 1.095, H19 1.098, H20 1.102
7 C -3.977 0.224 -2.599  C5 1.455, O8 1.232, O9 1.349
8 O -3.798 0.117 -3.814  C7 1.232
9 O -4.815 1.146 -2.085  C7 1.349, C10 1.431
10 C -5.529 1.825 -3.122  O9 1.431, C11 1.504, H21 1.098, H22 1.101
11 C -6.293 2.985 -2.545  C10 1.504, H23 1.093, H24 1.094, H25 1.095
12 O -4.435 0.254 0.332  C4 1.224
13 H -3.755 -2.809 3.540  C1 1.093
14 H -3.737 -3.769 2.056  C1 1.095
15 H -2.235 -2.993 2.653  C1 1.095
16 H -4.791 -1.538 1.784  C2 1.097
17 H -3.294 -0.741 2.328  C2 1.099
18 H -2.204 -1.445 -3.143  C6 1.095
19 H -1.540 -1.768 -1.502  C6 1.098
20 H -2.957 -2.675 -2.100  C6 1.102
21 H -4.832 2.198 -3.885  C10 1.098
22 H -6.226 1.119 -3.598  C10 1.101
23 H -6.890 3.412 -3.356  C11 1.093
24 H -6.972 2.684 -1.742  C11 1.094
25 H -5.616 3.766 -2.187  C11 1.095
26 C -0.113 5.443 -2.147  N27 1.451, H50 1.091, H51 1.098, H52 1.099
27 N 0.464 4.237 -1.584  C26 1.451, C28 1.357, C49 1.404
28 C 0.768 3.135 -2.315  N27 1.357, C29 1.419, H53 1.084
29 C 1.229 2.104 -1.455  C28 1.419, C30 1.393, C44 1.471
30 C 1.487 0.781 -1.803  C29 1.393, C31 1.432, H54 1.091
31 C 2.169 -0.180 -0.989  C30 1.432, C32 1.423, C43 1.417
32 C 3.223 0.128 -0.083  C31 1.423, C33 1.386, H55 1.092
33 C 3.726 -0.809 0.806  C32 1.386, C34 1.427, C38 1.495
34 C 3.224 -2.145 0.786  C33 1.427, N35 1.363, C42 1.428
35 N 3.675 -3.070 1.680  C34 1.363, C36 1.451, C39 1.451
36 C 4.815 -2.799 2.537  N35 1.451, C37 1.514, H56 1.095, H57 1.104
37 C 4.817 -1.360 3.008  C36 1.514, C38 1.527, H58 1.096, H59 1.092
38 C 4.744 -0.402 1.822  C33 1.495, C37 1.527, H60 1.102, H61 1.098
39 C 3.309 -4.469 1.560  N35 1.451, C40 1.514, H62 1.104, H63 1.095
40 C 1.871 -4.625 1.112  C39 1.514, C41 1.524, H64 1.091, H65 1.096
41 C 1.613 -3.852 -0.177  C40 1.524, C42 1.493, H66 1.101, H67 1.098
42 C 2.213 -2.485 -0.163  C34 1.428, C41 1.493, C43 1.381
43 C 1.763 -1.536 -1.059  C31 1.417, C42 1.381, H68 1.092
44 C 1.215 2.680 -0.101  C29 1.471, C45 1.389, C49 1.416
45 C 1.399 2.157 1.172  C44 1.389, C46 1.403, H69 1.087
46 C 1.224 2.985 2.291  C45 1.403, C47 1.402, H70 1.090
47 C 0.775 4.306 2.144  C46 1.402, C48 1.406, H71 1.089
48 C 0.500 4.830 0.869  C47 1.406, C49 1.390, H72 1.088
49 C 0.743 4.009 -0.227  N27 1.404, C44 1.416, C48 1.390
50 H -0.300 6.152 -1.340  C26 1.091
51 H 0.568 5.890 -2.883  C26 1.098
52 H -1.055 5.217 -2.665  C26 1.099
53 H 0.633 3.109 -3.390  C28 1.084
54 H 1.143 0.456 -2.786  C30 1.091
55 H 3.621 1.143 -0.038  C32 1.092
56 H 4.753 -3.488 3.386  C36 1.095
57 H 5.757 -3.011 2.002  C36 1.104
58 H 3.960 -1.190 3.669  C37 1.096
59 H 5.727 -1.174 3.582  C37 1.092
60 H 5.733 -0.341 1.340  C38 1.102
61 H 4.515 0.607 2.190  C38 1.098
62 H 3.973 -4.980 0.841  C39 1.104
63 H 3.460 -4.930 2.541  C39 1.095
64 H 1.654 -5.683 0.958  C40 1.091
65 H 1.202 -4.248 1.893  C40 1.096
66 H 2.009 -4.418 -1.035  C41 1.101
67 H 0.530 -3.768 -0.335  C41 1.098
68 H 1.015 -1.818 -1.804  C43 1.092
69 H 1.675 1.112 1.288  C45 1.087
70 H 1.436 2.577 3.279  C46 1.090
71 H 0.638 4.920 3.033  C47 1.089
72 H 0.116 5.836 0.716  C48 1.088

Its spin multiplicity is 1. The value obtained for the energy above the lowest of the compared OMol25 structures with the same formula, charge and spin is 10.5 kcal/mol. For the LUMO energy, the calculation gives -2.25 eV. Its total energy is -1575.1651 Eh.

=====

No. 3
Here is one molecule with the formula C25H27F4N3O3S from the Open Molecules 2025 dataset. Energies are from wB97M-V/def2-TZVPD.

Bonds (Å) are listed after each position.
Positions of all 63 atoms, in Å:
1 C 2.963 2.046 2.775  C2 1.521, H37 1.087, H38 1.085, H39 1.088
2 C 4.001 2.030 1.664  C1 1.521, C3 1.526, F4 1.405, C5 1.534
3 C 5.337 2.597 2.138  C2 1.526, H40 1.087, H41 1.085, H42 1.088
4 F 3.546 2.886 0.647  C2 1.405
5 C 4.204 0.651 1.023  C2 1.534, C6 1.539, H43 1.090, H44 1.092
6 C 2.916 -0.137 0.726  C5 1.539, N7 1.461, C29 1.535, H45 1.095
7 N 3.290 -1.334 -0.024  C6 1.461, C8 1.456, H46 1.014
8 C 2.510 -2.521 0.294  N7 1.456, C9 1.516, C25 1.527, H47 1.100
9 C 1.010 -2.326 0.203  C8 1.516, C10 1.388, C24 1.390
10 C 0.241 -2.401 1.357  C9 1.388, C11 1.380, H48 1.082
11 C -1.104 -2.094 1.325  C10 1.380, C12 1.390, H49 1.080
12 C -1.709 -1.698 0.138  C11 1.390, C13 1.471, C23 1.391
13 C -3.119 -1.277 0.131  C12 1.471, C14 1.395, C22 1.394
14 C -3.487 -0.117 -0.552  C13 1.395, C15 1.383, H50 1.079
15 C -4.798 0.323 -0.514  C14 1.383, C16 1.382, H51 1.079
16 C -5.737 -0.402 0.196  C15 1.382, S17 1.791, C21 1.381
17 S -7.437 0.160 0.231  C16 1.791, C18 1.820, O19 1.439, O20 1.437
18 C -8.104 -0.438 -1.354  S17 1.820, H52 1.083, H53 1.081, H54 1.083
19 O -7.464 1.598 0.209  S17 1.439
20 O -8.135 -0.515 1.291  S17 1.437
21 C -5.395 -1.560 0.865  C16 1.381, C22 1.383, H55 1.078
22 C -4.082 -1.995 0.838  C13 1.394, C21 1.383, H56 1.081
23 C -0.947 -1.661 -1.024  C12 1.391, C24 1.382, H57 1.078
24 C 0.400 -1.969 -0.993  C9 1.390, C23 1.382, H58 1.081
25 C 2.992 -3.650 -0.615  C8 1.527, F26 1.338, F27 1.342, F28 1.342
26 F 2.260 -4.761 -0.470  C25 1.338
27 F 2.957 -3.329 -1.917  C25 1.342
28 F 4.263 -3.991 -0.352  C25 1.342
29 C 1.847 0.692 0.002  C6 1.535, O30 1.212, N31 1.357
30 O 0.744 0.885 0.464  C29 1.212
31 N 2.219 1.119 -1.232  C29 1.357, C32 1.434, H59 1.009
32 C 1.376 1.979 -2.010  N31 1.434, C33 1.426, C35 1.518, C36 1.507
33 C 0.064 1.468 -2.232  C32 1.426, N34 1.145
34 N -0.993 1.092 -2.461  C33 1.145
35 C 1.509 3.486 -1.881  C32 1.518, C36 1.493, H60 1.079, H61 1.077
36 C 2.002 2.796 -3.111  C32 1.507, C35 1.493, H62 1.080, H63 1.080
37 H 3.227 1.316 3.536  C1 1.087
38 H 1.976 1.818 2.386  C1 1.085
39 H 2.928 3.033 3.231  C1 1.088
40 H 6.072 2.565 1.338  C3 1.087
41 H 5.704 2.023 2.982  C3 1.085
42 H 5.207 3.632 2.446  C3 1.088
43 H 4.815 0.042 1.689  C5 1.090
44 H 4.770 0.782 0.098  C5 1.092
45 H 2.468 -0.456 1.673  C6 1.095
46 H 3.262 -1.153 -1.022  N7 1.014
47 H 2.775 -2.826 1.317  C8 1.100
48 H 0.706 -2.684 2.292  C10 1.082
49 H -1.679 -2.120 2.239  C11 1.080
50 H -2.737 0.446 -1.085  C14 1.079
51 H -5.100 1.235 -1.005  C15 1.079
52 H -7.533 0.018 -2.153  C18 1.083
53 H -8.015 -1.515 -1.369  C18 1.081
54 H -9.143 -0.138 -1.409  C18 1.083
55 H -6.160 -2.090 1.411  C21 1.078
56 H -3.803 -2.901 1.356  C22 1.081
57 H -1.406 -1.378 -1.958  C23 1.078
58 H 0.975 -1.913 -1.906  C24 1.081
59 H 3.198 1.115 -1.476  N31 1.009
60 H 2.230 3.842 -1.161  C35 1.079
61 H 0.608 4.073 -1.942  C35 1.077
62 H 3.068 2.692 -3.252  C36 1.080
63 H 1.447 2.910 -4.030  C36 1.080

Its structure (SMILES) is CC(C)(F)C[C@H](N[C@@H](c1ccc(-c2ccc(S(C)(=O)=O)cc2)cc1)C(F)(F)F)C(=O)NC1(C#N)CC1. Its spin multiplicity is 1. For the LUMO energy, the calculation gives 0.38 eV. Its total energy is -2156.5059 Eh.

=====

No. 4
Here is one molecule with the formula C23H31N3O2 from the Open Molecules 2025 dataset. Energies are from wB97M-V/def2-TZVPD.

Bonds (Å) are listed after each position.
Positions of all 59 atoms, in Å:
1 C 8.214 1.340 0.361  C2 1.516, H29 1.088, H30 1.086, H31 1.088
2 C 6.892 0.967 -0.280  C1 1.516, O3 1.209, N4 1.366
3 O 6.462 1.505 -1.274  C2 1.209
4 N 6.258 -0.038 0.394  C2 1.366, C5 1.398, H32 1.011
5 C 5.027 -0.642 0.123  N4 1.398, C6 1.393, C28 1.393
6 C 4.229 -0.279 -0.959  C5 1.393, C7 1.380, H33 1.077
7 C 3.018 -0.910 -1.159  C6 1.380, C8 1.390, H34 1.079
8 C 2.567 -1.905 -0.299  C7 1.390, C9 1.505, C27 1.387
9 C 1.197 -2.489 -0.514  C8 1.505, N10 1.452, H35 1.094, H36 1.104
10 N 0.234 -1.404 -0.464  C9 1.452, C11 1.445, C26 1.447
11 C -1.067 -1.702 -1.019  N10 1.445, C12 1.527, H37 1.093, H38 1.105
12 C -1.865 -0.404 -1.117  C11 1.527, N13 1.450, H39 1.093, H40 1.103
13 N -1.947 0.235 0.181  C12 1.450, C14 1.450, C22 1.453
14 C -2.855 1.366 0.180  N13 1.450, C15 1.507, H41 1.104, H42 1.095
15 C -4.284 0.896 0.084  C14 1.507, C16 1.389, C21 1.387
16 C -4.704 -0.201 0.826  C15 1.389, C17 1.381, H43 1.079
17 C -6.012 -0.639 0.755  C16 1.381, C18 1.390, H44 1.081
18 C -6.939 0.009 -0.053  C17 1.390, C19 1.499, C20 1.388
19 C -8.363 -0.454 -0.107  C18 1.499, H45 1.091, H46 1.087, H47 1.088
20 C -6.516 1.106 -0.792  C18 1.388, C21 1.384, H48 1.081
21 C -5.204 1.542 -0.727  C15 1.387, C20 1.384, H49 1.081
22 C -0.642 0.486 0.769  N13 1.453, C23 1.542, C26 1.530, H50 1.098
23 C 0.246 1.488 0.006  C22 1.542, C24 1.529, H51 1.092, H52 1.091
24 C 1.383 2.036 0.870  C23 1.529, O25 1.407, H53 1.099, H54 1.094
25 O 2.198 2.949 0.175  C24 1.407, H55 0.964
26 C 0.068 -0.867 0.870  N10 1.447, C22 1.530, H56 1.090, H57 1.105
27 C 3.371 -2.268 0.772  C8 1.387, C28 1.382, H58 1.081
28 C 4.589 -1.649 0.980  C5 1.393, C27 1.382, H59 1.082
29 H 8.877 0.478 0.387  C1 1.088
30 H 8.679 2.131 -0.219  C1 1.086
31 H 8.051 1.691 1.378  C1 1.088
32 H 6.728 -0.400 1.213  N4 1.011
33 H 4.567 0.492 -1.632  C6 1.077
34 H 2.397 -0.624 -1.995  C7 1.079
35 H 1.143 -2.941 -1.510  C9 1.094
36 H 0.989 -3.276 0.231  C9 1.104
37 H -0.944 -2.129 -2.018  C11 1.093
38 H -1.624 -2.423 -0.394  C11 1.105
39 H -2.883 -0.627 -1.447  C12 1.093
40 H -1.397 0.253 -1.869  C12 1.103
41 H -2.650 2.075 -0.641  C14 1.104
42 H -2.723 1.902 1.126  C14 1.095
43 H -3.986 -0.711 1.450  C16 1.079
44 H -6.322 -1.497 1.336  C17 1.081
45 H -8.932 -0.006 0.709  C19 1.091
46 H -8.832 -0.163 -1.044  C19 1.087
47 H -8.424 -1.535 -0.003  C19 1.088
48 H -7.220 1.622 -1.429  C20 1.081
49 H -4.895 2.395 -1.315  C21 1.081
50 H -0.818 0.869 1.782  C22 1.098
51 H -0.357 2.331 -0.337  C23 1.092
52 H 0.671 0.984 -0.864  C23 1.091
53 H 1.994 1.209 1.260  C24 1.099
54 H 0.978 2.596 1.717  C24 1.094
55 H 2.618 2.490 -0.562  O25 0.964
56 H 1.048 -0.742 1.330  C26 1.090
57 H -0.533 -1.543 1.504  C26 1.105
58 H 3.042 -3.038 1.454  C27 1.081
59 H 5.203 -1.941 1.821  C28 1.082

Its structure (SMILES) is CC(=O)Nc1ccc(CN2CCN(Cc3ccc(C)cc3)[C@H](CCO)C2)cc1. Its spin multiplicity is 1. The value obtained for the energy above the lowest of the compared OMol25 structures with the same formula, charge and spin is 26.9 kcal/mol. For the LUMO energy, the calculation gives 0.67 eV. Its total energy is -1209.7924 Eh.

=====

Frontier orbital gap per entry: 10.151, 2.585, 9.197, 9.003 eV